# C27H22N6O2RuS

A structure of composition C27H22N6O2RuS (the ωB97M-V functional and the def2-TZVPD basis, the OMol25 dataset).

The calculation puts the HOMO energy (alpha / beta) at -0.0769 / -0.1120 hartree. Its charge is -1. Its expectation value of S² is 0.786. The value obtained for the frontier orbital gap (alpha / beta) is 0.1747 / 0.2102 Ha. Its energy relative to the best compared isomer or geometry (same formula, charge and spin) is 12.05 kcal/mol. The spin multiplicity is 2. For the electronic energy, the calculation gives -2014.18380 Eh.

Cartesian coordinates (Å):
Ru -0.73221 -0.77198 0.04845
S -1.22258 1.58076 -2.68681
O -1.07705 1.27917 -4.08839
O -2.19876 2.58361 -2.31219
N 4.05219 3.38630 -0.66505
N -0.52398 -1.68588 1.80912
N -2.02466 0.31617 1.25870
N -1.43688 0.23407 -1.81037
N -2.44907 -1.58933 -1.09307
N -3.34691 -0.52894 -3.03941
C 4.46147 -1.64475 -1.50345
C -1.30057 -1.25299 2.84904
C 5.20995 -0.78982 -0.68123
C -2.73784 1.41268 0.89306
C -1.27382 -1.90173 4.09326
C 0.41283 3.20927 -1.22632
C -2.45000 -0.61030 -2.04637
C -4.21211 -1.52841 -3.11832
C -3.32077 -2.57177 -1.20461
C 3.16431 -0.07261 0.39498
C -3.60256 1.69492 3.10746
C -4.24226 -2.60529 -2.24146
C 2.81410 2.98991 -1.17846
C 1.49086 1.46798 -2.48890
C 2.37810 -0.93098 -0.43734
C 0.99471 -0.95469 -0.35009
C 0.32403 -3.43321 3.21902
C 0.33834 2.12397 -2.08381
C -0.46711 -2.99017 4.29221
C -2.11061 -0.10387 2.55081
C 3.09340 -1.72923 -1.38655
C 1.64797 3.64342 -0.77734
C 2.72395 1.90112 -2.04375
C -3.52022 2.11460 1.76788
C 0.26727 -2.77262 2.02424
C 4.53284 -0.01829 0.27231
C -2.89674 0.58565 3.48976
H -2.93466 0.24309 4.51465
H -0.49651 3.70794 -0.91906
H 0.98579 -4.28272 3.32028
H -4.06214 2.98045 1.41276
H 1.41391 0.61208 -3.14626
H 1.71327 4.48166 -0.09242
H 4.96827 -2.25323 -2.24533
H 4.84738 3.01258 -1.15811
H 2.64809 0.55408 1.11205
H -3.28944 -3.33767 -0.43679
H -2.64564 1.70971 -0.14367
H 6.28753 -0.73683 -0.77334
H -4.20540 2.23808 3.82373
H 2.52754 -2.38952 -2.03340
H -1.90393 -1.53787 4.89290
H 5.09075 0.65128 0.91847
H 3.62240 1.36384 -2.32670
H -4.95873 -3.40665 -2.34256
H -4.93388 -1.46137 -3.92788
H 4.14059 4.37244 -0.48088
H 0.86890 -3.06280 1.17573
H -0.44373 -3.49533 5.24877

Atom charges from the natural (NBO) analysis, given in e for atoms 1 to 2:
1. Ru 0.387
2. S 2.345